C45H60As3KN2P2S5 | ωB97M-V/def2-TZVPD

- frontier orbital gap (eV) = 3.98
- energy above the lowest of the compared OMol25 structures with the same formula, charge and spin (eV) = 1.220
- charge = -2

Last column: Löwdin charge in e.
Cartesian coordinates (Å):
K  -0.82702  0.92076  0.17303  0.1888
S  -3.80970  -0.65291  4.72040  -0.2986
As  -3.12067  0.42344  3.03299  -0.6553
S  -0.95762  0.86550  3.09299  -0.2611
S  -3.24202  -0.83985  1.27438  -0.2985
S  -4.19850  2.22205  3.02055  -0.1740
C  -1.74546  -4.47584  -1.89316  -0.3414
As  -0.16180  -3.56749  -2.62807  1.0934
C  0.98326  -5.23762  -2.74856  -0.3414
C  -0.66085  -3.57113  -4.55297  -0.4438
C  -0.14163  -4.41021  -5.53665  -0.1171
C  -0.57375  -4.29845  -6.87994  -0.1113
C  -1.48863  -3.35357  -7.28149  -0.1012
C  -2.04146  -2.54096  -6.28408  -0.1330
C  -1.58156  -2.57823  -4.95975  -0.4405
As  -2.34481  -1.32271  -3.60262  1.1638
C  -4.16778  -1.85501  -4.20660  -0.3355
C  -2.27881  0.24970  -4.84785  -0.3207
H  -2.15410  -5.16070  -2.64263  0.0185
H  -2.51938  -3.74714  -1.53747  0.0239
H  -1.38223  -5.12904  -1.05060  0.0288
H  0.50632  -5.98072  -3.37821  -0.0024
H  1.05167  -5.72143  -1.71308  0.0292
H  1.96573  -4.92571  -3.13288  0.0047
H  0.57671  -5.16157  -5.27733  0.0656
H  -0.18962  -5.07331  -7.54072  0.0922
H  -1.79919  -3.22329  -8.32960  0.1025
H  -2.80895  -1.82769  -6.53252  0.0648
H  -4.36187  -1.47894  -5.21252  -0.0002
H  -4.96033  -1.39883  -3.55619  0.0319
H  -4.25520  -2.96038  -4.19173  0.0284
H  -2.78928  1.12028  -4.36693  0.0297
H  -2.62924  0.07626  -5.84197  -0.0082
H  -1.25155  0.55447  -4.94993  0.0082
C  2.56810  -1.96153  2.72120  -0.3582
C  3.11082  -1.71042  1.24922  -0.3918
P  2.67990  -0.05022  0.53090  1.0556
C  3.59264  -0.08321  -1.06319  -0.3673
C  4.32782  1.00361  -1.56720  -0.0940
C  5.17389  0.85063  -2.66067  -0.0918
C  5.16058  -0.34238  -3.37890  -0.1061
C  4.38585  -1.39730  -2.91784  -0.1032
C  3.54514  -1.23907  -1.84305  -0.1134
C  3.81620  0.92906  1.53674  -0.4041
C  3.30222  1.90456  2.39355  -0.0786
C  4.14897  2.83257  3.01118  -0.0739
C  5.54001  2.75192  2.77830  -0.0847
C  6.07255  1.74693  1.91970  -0.0966
C  5.21039  0.81226  1.39587  -0.1250
P  0.71635  -2.37775  2.85684  1.0492
C  0.59713  -4.14915  2.44221  -0.4006
C  1.54668  -4.82671  1.70083  -0.1142
C  1.47692  -6.22522  1.65561  -0.1121
C  0.37755  -6.90867  2.18401  -0.1197
C  -0.63460  -6.21840  2.85123  -0.0776
C  -0.51114  -4.82494  3.01300  -0.0705
C  0.60825  -2.50181  4.64268  -0.4055
C  -0.05328  -1.56075  5.41869  -0.0987
C  -0.02056  -1.59798  6.81607  -0.0661
C  0.72890  -2.58678  7.45755  -0.1105
C  1.42169  -3.54569  6.68889  -0.1009
C  1.34680  -3.52492  5.27156  -0.1033
H  2.73089  -1.09324  3.34060  0.0605
H  3.11915  -2.77497  3.21580  0.0662
H  2.74392  -2.49786  0.55316  0.0389
H  4.20378  -1.76988  1.31875  0.0689
H  4.23842  1.94886  -1.06335  0.1045
H  5.74845  1.67827  -3.05958  0.0958
H  5.82450  -0.47236  -4.22368  0.0911
H  4.28661  -2.32844  -3.46301  0.0967
H  2.87099  -2.03394  -1.53063  0.0791
H  2.23372  1.88144  2.63710  0.0973
H  3.71592  3.57509  3.66167  0.0957
H  6.24906  3.41765  3.27959  0.0896
H  7.14591  1.67521  1.76904  0.0924
H  5.64406  -0.04310  0.84569  0.1143
H  2.33068  -4.23052  1.18242  0.0859
H  2.26226  -6.78922  1.16507  0.0868
H  0.35808  -7.96904  2.13609  0.0748
H  -1.52085  -6.72362  3.15045  0.0868
H  -1.21889  -4.32512  3.64849  0.1122
H  -0.61945  -0.84845  4.86356  -0.0358
H  -0.66399  -0.98205  7.41958  0.0995
H  0.76205  -2.56418  8.53819  0.0826
H  2.00046  -4.31547  7.20037  0.0800
H  1.84146  -4.29251  4.62250  0.1083
C  -0.68639  8.35018  0.52379  -0.1003
C  0.23944  7.43195  1.39876  -0.2425
C  -0.59962  6.58858  2.33674  -0.2167
C  -1.52283  5.56799  1.73039  -0.2167
N  -0.80849  4.55577  0.95358  0.0028
C  -1.51943  3.81614  0.01428  -0.8626
S  -0.74573  3.67735  -1.52785  0.5260
N  -2.67503  3.23992  0.35625  -0.0030
C  -3.47361  2.53657  -0.65076  -0.2751
C  -4.61715  3.34701  -1.18880  -0.1916
C  -4.20522  4.70985  -1.77618  -0.2593
C  -5.40226  5.63371  -2.03106  -0.1205
H  -0.21177  8.76862  -0.36835  0.0575
H  -1.06930  9.25273  1.02619  0.0663
H  -1.55740  7.81298  0.15386  0.0541
H  0.86983  8.04473  2.03579  0.0934
H  0.91557  6.88157  0.76301  0.0910
H  -1.26397  7.27956  2.90797  0.1278
H  0.07390  6.18284  3.06122  0.1035
H  -2.28858  6.05679  1.15263  0.0986
H  -2.07796  5.09421  2.55163  0.1210
H  -0.11658  5.07658  0.38898  0.0647
H  -3.07117  3.28693  1.32580  -0.0001
H  -3.74928  1.55142  -0.25636  0.0577
H  -2.77164  2.38220  -1.48907  0.0394
H  -5.33974  3.44446  -0.35196  0.1202
H  -5.12591  2.77346  -1.97279  0.1143
H  -3.71392  4.50832  -2.72469  0.0919
H  -3.45255  5.17442  -1.13881  0.0796
H  -6.07164  5.31813  -2.82098  0.0595
H  -5.14904  6.67278  -2.22845  0.0542
H  -5.97619  5.72135  -1.10588  0.0668